84
Properties=species:S:1:pos:R:3:forces:R:3 method="wB97M-V/def2-TZVPD" charge=+1 lumo_energy_ev=-3.72 homo_ha=-0.41114
C -5.754948 7.697817 -5.165216 0.387 -0.645 0.908
C -5.359675 6.193404 -4.725600 -0.052 1.648 0.220
O -4.711159 5.549545 -5.845620 -1.758 -0.967 0.650
C -5.330140 4.304771 -6.210072 0.643 -1.215 -0.868
C -4.450065 3.073575 -5.633550 -0.979 1.729 -0.165
O -4.863447 1.904447 -6.367583 1.619 -0.334 0.528
C -3.885454 0.829103 -6.237580 -0.299 0.242 1.192
C -4.263861 0.062878 -4.877450 -0.598 0.576 -0.827
O -3.405125 -1.106793 -4.655164 0.389 1.193 1.098
C -2.621070 -0.776868 -3.494180 -1.292 0.596 0.718
N -1.691369 -1.851009 -3.083345 1.151 -0.277 -0.425
C -0.390848 -1.856550 -3.449706 0.979 1.038 -1.139
N 0.177393 -0.790523 -4.247453 2.760 -4.088 2.111
C 1.551406 -1.170690 -4.351000 -4.614 -1.668 1.812
N 1.714905 -2.400799 -3.677492 1.486 0.910 -1.281
S 3.183038 -3.321956 -3.540197 0.490 -0.597 0.330
N 0.560846 -2.878744 -3.104878 -2.497 4.178 -1.627
H -4.914553 8.141865 -5.782221 -1.119 -0.609 0.586
H -6.747326 7.682298 -5.730939 1.495 0.186 0.732
H -5.829521 8.326008 -4.208045 -0.180 -0.813 -1.432
H -4.628066 6.200243 -3.854499 -0.864 0.122 -1.011
H -6.313423 5.691265 -4.370871 1.189 0.210 -0.605
H -6.415105 4.196749 -5.897840 1.272 0.350 -0.120
H -5.321623 4.213716 -7.355275 0.139 0.154 1.634
H -3.363814 3.378076 -5.814686 -1.273 -0.685 0.198
H -4.654113 2.997317 -4.504679 0.404 -0.100 -1.481
H -3.889851 0.162282 -7.152061 -0.198 0.821 1.152
H -2.869673 1.319101 -6.095089 -0.951 -0.856 -0.378
H -5.364640 -0.255207 -4.884952 1.655 0.284 -0.143
H -4.154335 0.837071 -4.040225 -0.120 -1.182 -1.026
H -2.098700 0.211274 -3.680580 -0.055 -1.431 0.390
H -3.352297 -0.626424 -2.620388 1.190 -0.280 -1.031
H -1.988188 -2.639760 -2.492888 -0.225 0.864 -0.562
H 2.281080 -0.512007 -4.902425 -0.513 -1.420 0.876
H 2.723920 -4.617727 -3.261354 -0.197 1.375 -0.529
H 0.432531 -3.746631 -2.568909 0.548 0.689 -0.487
C 9.661835 -3.178468 3.755164 -0.169 0.009 -0.064
C 10.016661 -3.435348 2.432805 -0.186 0.028 -0.042
C 9.043680 -3.448740 1.440601 0.213 -0.014 0.079
C 7.708731 -3.216733 1.770038 0.213 -0.029 0.167
C 7.350057 -2.983382 3.098955 0.287 -0.034 -0.018
C 8.331761 -2.953454 4.089236 0.196 -0.033 0.020
C 5.930424 -2.784378 3.470298 0.014 0.144 0.970
O 5.615375 -2.576919 4.627804 -0.031 -0.023 -0.328
C 4.896569 -2.850313 2.410632 -0.397 -0.020 -0.281
C 3.549715 -2.722315 2.751570 -0.230 0.017 -0.112
C 2.574121 -2.769328 1.763225 0.087 0.016 0.074
C 2.940326 -2.934857 0.429918 0.320 -0.028 0.097
C 4.279758 -3.068394 0.086729 -0.300 -0.004 -0.012
C 5.260243 -3.036196 1.077755 -0.377 0.045 0.044
C 6.682272 -3.215245 0.703900 0.484 -0.138 -0.803
O 6.999987 -3.364589 -0.463656 -0.202 0.033 0.221
H 10.423414 -3.159265 4.527256 -0.083 0.000 -0.067
H 11.053432 -3.623203 2.175460 -0.101 0.025 0.015
H 9.326641 -3.644190 0.411860 -0.182 0.057 0.080
H 8.060854 -2.759375 5.121391 -0.124 -0.028 -0.164
H 3.256946 -2.589816 3.787919 0.199 -0.014 -0.073
H 1.526982 -2.674548 2.031691 0.098 0.013 0.011
H 2.178286 -2.964031 -0.343102 0.038 0.030 0.044
H 4.557825 -3.201848 -0.952718 0.181 0.013 0.200
C 1.475642 0.657984 6.570231 -0.178 0.011 -0.040
C 1.831702 0.398626 5.248952 -0.157 0.004 -0.088
C 0.859507 0.381997 4.255983 0.229 -0.029 0.127
C -0.476173 0.613038 4.583127 0.223 -0.035 0.150
C -0.835991 0.849066 5.910449 0.364 -0.040 -0.014
C 0.144826 0.882433 6.901954 0.210 -0.039 -0.001
C -2.256697 1.047413 6.280010 -0.213 0.171 0.914
O -2.571185 1.257007 7.436842 0.068 -0.058 -0.300
C -3.289077 0.977826 5.220279 -0.337 -0.027 -0.218
C -4.635685 1.105392 5.560730 -0.211 0.003 -0.106
C -5.611119 1.054666 4.571706 0.189 0.002 0.055
C -5.245265 0.885703 3.238443 0.193 -0.016 0.034
C -3.905249 0.752633 2.895537 -0.259 0.001 0.026
C -2.924471 0.788742 3.887087 -0.290 0.030 -0.032
C -1.502202 0.610403 3.515224 0.240 -0.094 -0.764
O -1.180607 0.457566 2.347121 -0.072 -0.036 0.197
H 2.236419 0.679575 7.343086 -0.079 -0.002 -0.069
H 2.869248 0.211156 4.992557 -0.082 0.024 0.026
H 1.143885 0.184542 3.227725 -0.176 0.075 0.067
H -0.127687 1.078639 7.933306 -0.133 -0.024 -0.167
H -4.927132 1.240409 6.596870 0.205 -0.002 -0.082
H -6.658032 1.148976 4.839516 0.106 -0.001 -0.013
H -6.006748 0.853472 2.466384 0.068 0.007 0.073
H -3.626535 0.616555 1.856162 0.130 0.011 0.173



83
Properties=species:S:1:pos:R:3:forces:R:3 method="wB97M-V/def2-TZVPD" charge=+1 lumo_energy_ev="-3.56 / -3.73" spin_multiplicity=4 e_above_lowest_kcal_mol=25.1 homo_ha="-0.31465 / -0.39657"
V -0.370660 0.797954 -0.363590 -0.029 -0.031 0.704
C 0.832539 3.070699 2.553307 -0.044 0.026 0.035
C 1.810881 2.989807 1.429328 0.068 -0.022 0.069
C 3.094679 3.506351 1.625930 -0.123 -0.004 -0.031
C 4.014721 3.481704 0.605044 -0.049 -0.021 -0.073
C 3.616393 2.982461 -0.625072 -0.169 -0.018 0.139
C 2.321564 2.503315 -0.754323 0.141 0.028 -0.119
N 1.439066 2.454937 0.258702 0.086 -0.040 -0.072
C 1.795749 2.083343 -2.075389 0.178 0.004 -0.072
C 2.510041 2.276694 -3.253585 -0.154 -0.057 0.109
C 1.945373 1.890498 -4.452773 -0.009 -0.001 0.055
C 0.663620 1.372141 -4.462543 -0.030 -0.022 0.171
C -0.010851 1.230969 -3.258841 -0.025 0.100 -0.139
N 0.566845 1.550177 -2.083462 -0.043 -0.023 -0.491
C -1.423907 0.793955 -3.185317 0.046 0.011 -0.101
C -2.171809 0.524182 -4.320042 -0.083 -0.008 0.246
C -3.499755 0.158736 -4.156848 0.073 0.021 0.042
C -4.011738 0.065982 -2.880211 0.043 0.010 0.068
C -3.200752 0.327263 -1.776385 -0.057 0.000 -0.049
C -3.746333 0.167032 -0.394879 -0.021 -0.087 0.005
N -1.927384 0.706548 -1.943165 0.212 0.033 -0.038
H 1.144219 3.840394 3.255826 -0.001 0.015 0.027
H -0.162766 3.309573 2.188064 0.041 -0.003 0.009
H 0.786218 2.123109 3.088164 0.016 0.064 -0.053
H 3.340627 3.924043 2.590754 0.037 0.025 0.036
H 5.018878 3.855148 0.750291 0.013 0.012 0.002
H 4.306695 2.974597 -1.451962 0.013 -0.015 -0.046
H 3.486791 2.729123 -3.235628 0.035 0.005 -0.011
H 2.490012 2.011328 -5.378126 0.023 0.020 -0.028
H 0.196973 1.094836 -5.392615 -0.011 -0.013 -0.036
H -1.746224 0.597775 -5.306549 0.025 0.009 -0.038
H -4.119873 -0.053645 -5.016261 -0.011 -0.007 -0.023
H -5.038903 -0.223286 -2.710645 -0.016 -0.017 -0.020
H -4.636807 -0.457436 -0.420385 -0.018 -0.010 -0.001
H -3.011366 -0.306150 0.256102 -0.011 -0.005 -0.013
H -4.022624 1.133443 0.028989 -0.023 -0.017 -0.019
Br 2.899634 -1.018659 -1.155274 -0.047 -0.041 0.065
C 4.492987 -0.949412 -0.064997 0.152 -0.050 -0.106
Br 4.285861 0.076649 1.541676 -0.080 -0.072 0.058
H 5.278816 -0.494867 -0.657719 -0.054 -0.045 0.045
H 4.740426 -1.969771 0.204973 -0.024 0.079 0.004
O 3.669800 -4.221340 4.259672 -0.080 -0.015 0.127
C 2.915783 -3.276425 4.866377 0.227 0.226 -0.011
O 2.964685 -3.137600 6.054713 -0.052 -0.128 -0.017
C 2.088471 -2.393817 3.983791 -0.052 -0.030 0.065
C 1.814979 -2.658834 2.645089 -0.011 0.075 -0.015
C 1.036955 -1.799897 1.890855 0.084 0.021 0.144
C 0.489335 -0.656161 2.473527 -0.004 -0.113 -0.304
C 0.764179 -0.387780 3.818992 0.036 -0.037 0.033
C 1.553052 -1.246047 4.561076 0.002 -0.076 -0.136
N -0.317002 0.217633 1.710563 0.000 0.166 -0.091
C -1.345448 0.767901 2.354285 -0.186 0.091 0.115
C -2.073240 1.797849 1.744390 -0.201 0.032 0.216
C -3.164183 2.458543 2.361350 0.119 -0.030 0.016
C -3.780401 3.490251 1.719829 0.026 0.026 -0.104
C -3.329457 3.875834 0.434614 0.043 -0.028 -0.023
C -2.300518 3.174067 -0.130439 0.059 -0.007 -0.114
N -1.673485 2.152444 0.485066 -0.079 0.039 0.020
H 3.594631 -4.144590 3.304292 0.000 -0.031 -0.089
H 2.170802 -3.560395 2.157051 0.021 -0.035 0.020
H 0.816263 -2.027433 0.861066 0.005 0.013 0.024
H 0.370966 0.501010 4.295742 -0.024 -0.025 -0.017
H 1.765715 -1.039845 5.599388 0.017 -0.016 0.063
H -1.631271 0.430248 3.345847 0.015 -0.006 -0.025
H -3.483759 2.137063 3.342326 0.004 -0.021 0.048
H -4.606365 4.010210 2.182268 -0.043 0.021 0.033
H -3.784059 4.695842 -0.098935 -0.006 0.026 -0.018
H -1.933509 3.407962 -1.123605 -0.053 0.054 0.000
C -0.007439 -4.602638 -0.478978 0.000 -0.032 0.004
C -1.077174 -3.781487 -1.210629 0.056 -0.016 0.060
C -2.468338 -4.184165 -0.708592 -0.003 0.018 0.017
C -0.978486 -4.023798 -2.720465 -0.009 -0.010 -0.025
C -0.857750 -2.355557 -0.932099 -0.042 -0.052 -0.200
C -0.645012 -1.181723 -0.704879 0.091 0.111 -0.108
H -0.140691 -5.663967 -0.691270 -0.006 -0.034 -0.011
H -0.078088 -4.458710 0.599300 -0.015 0.013 0.038
H 0.992791 -4.311460 -0.802259 0.031 0.020 -0.020
H -2.617274 -5.252629 -0.859064 -0.019 -0.073 -0.012
H -3.247346 -3.651461 -1.252578 -0.042 0.052 -0.031
H -2.579781 -3.966303 0.353165 0.015 0.000 0.031
H -1.172994 -5.072984 -2.942714 -0.008 -0.060 -0.010
H 0.015470 -3.774141 -3.091535 0.031 0.025 0.001
H -1.708663 -3.417207 -3.257157 -0.018 0.013 -0.008